No. 1
{
  "formula": "C3H7NO3",
  "method": "the ωB97M-V functional and the def2-TZVPD basis",
  "charge": 0,
  "lumo_ev": 0.4,
  "homo_lumo_gap_ev": 9.9660,
  "elements": ["O", "O", "O", "N", "C", "C", "C", "H", "H", "H", "H", "H", "H", "H"],
  "coordinates": [[-0.8611, 1.4747, -0.1299], [2.2032, -0.5722, 1.2474], [0.3170, 0.4871, 1.8809], [-0.6567, -1.4188, -0.1334], [-0.0130, 0.7248, -1.0532], [1.1364, -0.1536, 0.9939], [0.4628, -0.4994, -0.3648], [0.7920, 1.3271, -1.3729], [-0.2417, -2.2086, 0.3356], [-1.7684, 1.5289, -0.5054], [-0.7436, 0.5259, -1.8834], [1.1427, -1.0567, -0.9686], [-1.3338, -1.1024, 0.5319], [-0.4359, 0.9433, 1.4220]],
  "forces_ev_per_angstrom": [[-0.951, 0.466, -0.533], [1.908, -0.351, 1.061], [0.700, -0.141, -0.015], [0.458, -0.580, -0.268], [-2.856, 0.087, -0.518], [-2.660, 0.410, -0.991], [-1.137, 0.046, 1.174], [0.836, 0.889, -0.373], [-0.077, -0.605, -0.074], [1.121, -0.032, 0.439], [1.376, -0.380, 0.256], [0.819, -0.045, -0.382], [-0.320, 0.711, 0.290], [0.783, -0.476, -0.066]],
  "nbo_charge": [-0.764, -0.555, -0.715, -0.811, -0.065, 0.775, -0.198, 0.191, 0.362, 0.493, 0.189, 0.227, 0.358, 0.514]
}

No. 2
{
  "formula": "C10H16O",
  "method": "the ωB97M-V functional and the def2-TZVPD basis",
  "charge": 0,
  "lumo_ev": 0.8,
  "homo_lumo_gap_ev": 9.3554,
  "elements": ["O", "C", "C", "C", "C", "C", "C", "C", "C", "C", "C", "H", "H", "H", "H", "H", "H", "H", "H", "H", "H", "H", "H", "H", "H", "H", "H"],
  "coordinates": [[0.7741, -3.3606, 2.8185], [-1.4316, 2.7195, -0.0407], [0.7734, -2.7225, -0.7657], [0.4721, -2.7982, 1.5954], [-0.5214, -1.1794, -2.2513], [-0.7117, -1.1446, 0.2784], [-0.1525, 3.5364, 0.0584], [1.1785, -3.2128, 0.4789], [-0.3320, -1.6678, 1.5141], [1.1313, 2.6348, -0.0140], [-0.1857, -1.7246, -0.8683], [1.7572, 2.9072, -0.8650], [-0.0891, 4.2242, -0.7700], [-2.0500, 2.7276, 0.8643], [0.6447, -2.7077, 3.5326], [0.8583, 1.5890, -0.0931], [1.3195, -3.0721, -1.6283], [-1.2315, 1.7145, -0.3910], [-1.4658, -0.3726, 0.2295], [-1.3532, -1.7099, -2.7093], [-0.0584, 4.0909, 0.9947], [1.7390, 2.7857, 0.8800], [-0.6498, -0.0943, -2.1922], [-2.1679, 3.1553, -0.7288], [2.0339, -3.8780, 0.5062], [-0.6567, -1.1932, 2.4396], [0.3752, -1.2469, -2.8729]],
  "forces_ev_per_angstrom": [[0.099, 0.350, 0.192], [-1.250, 0.728, -0.036], [0.470, 0.071, 0.980], [1.095, 0.870, 0.818], [0.871, 0.313, 0.578], [0.243, -0.942, 0.456], [1.165, -0.793, 0.128], [-0.613, -0.217, -0.929], [-0.605, -0.007, 0.004], [-0.318, 0.730, 0.145], [-0.072, 0.466, -1.108], [-0.050, -0.121, -0.025], [-0.124, 0.445, -0.105], [0.570, -0.474, 0.266], [-0.072, -0.443, -0.569], [0.119, -0.235, 0.020], [-0.132, 0.042, -0.272], [-0.100, -0.204, 0.145], [0.196, 0.217, -0.050], [-0.075, 0.264, -0.127], [-0.447, 0.156, -0.198], [0.020, -0.222, -0.044], [-0.679, -0.167, -0.014], [0.415, 0.020, -0.318], [-0.315, -0.207, 0.387], [-0.227, -0.200, -0.143], [-0.187, -0.439, -0.182]],
  "nbo_charge": [-0.679, -0.618, -0.195, 0.286, -0.626, -0.197, -0.409, -0.251, -0.272, -0.606, -0.047, 0.205, 0.200, 0.210, 0.478, 0.204, 0.209, 0.199, 0.216, 0.221, 0.202, 0.204, 0.213, 0.209, 0.226, 0.206, 0.213]
}

Respective energy relative to the best compared isomer or geometry (same formula, charge and spin) values: 35.82 30.78 kcal per mole.
Respective energy values: -10856.814 -12676.390 eV.
Respective HOMO energy values: -9.6 -8.5 eV.